C38H30N4O2SeSn | ωB97M-V with the def2-TZVPD basis set

The energy is -4451.3001 Ha. For the strongest force on any atom, the calculation gives 1.541 eV Å⁻¹. The energy above the lowest of the compared OMol25 structures with the same formula, charge and spin is 0.0 kcal per mole. The LUMO energy comes out at -0.025 Eh.

Geometry as XYZ:
```
76
C38H30N4O2SeSn | the Open Molecules 2025 dataset | ωB97M-V with the def2-TZVPD basis set
Sn 0.3968 0.1933 2.2101
Se -3.2694 -3.3798 2.9536
O 4.7645 -0.4207 0.8121
O -0.0936 4.7207 1.1703
N 2.0230 1.8347 1.2204
N 2.6704 -0.8479 1.4828
N -1.1016 -1.4403 2.9358
N -0.5760 2.5972 1.7042
C -1.3910 -0.8699 -0.0833
C -3.0781 -2.2950 -1.1358
C 3.0629 -4.1945 -0.0233
C -3.2379 1.2566 1.7164
C -3.8883 3.0954 0.3251
C -4.2787 0.4965 1.2156
C 3.9835 3.7117 0.6936
C 2.5594 0.1195 -2.4282
C -2.1205 -1.2866 -1.2902
C -0.2594 -0.1813 0.0529
C 3.2802 1.4574 1.0160
C 1.6598 -0.4197 -1.5213
C 1.1399 -3.3390 1.1263
C 3.3229 -2.1628 1.4837
C 1.3921 2.2093 -2.3507
C 0.3008 3.4457 1.3489
C -1.9720 -2.2299 2.9697
C 0.6165 0.3511 -0.9968
C -5.1294 1.0318 0.2579
C 4.6940 -1.8609 0.8374
C -3.8159 -2.7520 -2.2149
C 0.4939 1.6729 -1.4411
C 2.6680 4.1056 0.8826
C 3.5296 0.0146 1.1154
C -3.6268 -2.1890 -3.4700
C 1.7164 3.1262 1.1355
C -1.8506 3.3097 1.8690
C -1.9407 -0.7309 -2.5572
C 0.9209 -5.2533 -0.3062
C 0.3552 -4.3296 0.5616
C -3.0155 2.5544 1.2599
C 2.4956 -3.2468 0.8215
C -4.9392 2.3343 -0.1730
C 4.2985 2.3627 0.7447
C -2.6956 -1.1733 -3.6328
C 2.2760 -5.1895 -0.5884
C -1.5321 4.7064 1.2944
C 2.4361 1.4389 -2.8446
H 3.4439 -2.4548 2.5333
H -1.8386 5.5249 1.9401
H 0.3109 -6.0268 -0.7543
H -1.8746 -1.2215 0.8237
H -0.6982 -4.3852 0.8069
H 0.6947 -2.6293 1.8123
H -3.7783 4.1104 -0.0336
H 3.3671 -0.4896 -2.8186
H -4.5350 -3.5493 -2.0748
H -1.2112 0.0553 -2.7018
H 4.1226 -4.1862 -0.2449
H 4.7526 -2.2064 -0.1943
H 2.3686 5.1425 0.8320
H -2.0412 3.3665 2.9467
H -4.4311 -0.5141 1.5760
H -2.5828 0.8453 2.4771
H 1.7532 -1.4538 -1.2153
H -1.9452 4.8460 0.2966
H -0.3185 2.2825 -1.0603
H 3.1360 1.8544 -3.5585
H 5.5392 -2.2452 1.4030
H -3.2349 -2.7320 -0.1544
H -5.6077 2.7678 -0.9061
H 4.7577 4.4466 0.5215
H -4.2012 -2.5478 -4.3149
H 2.7286 -5.9170 -1.2502
H 1.2790 3.2377 -2.6742
H -5.9391 0.4379 -0.1452
H -2.5652 -0.7172 -4.6065
H 5.3041 2.0045 0.5792
```

=====

C4H8S2 | ωB97M-V with the def2-TZVPD basis set

Its structure (SMILES) is C=C(CS)CS. The energy is -953.5407 Ha. For the strongest force on any atom, the calculation gives 2.424 eV Å⁻¹. The energy above the lowest of the compared OMol25 structures with the same formula, charge and spin is 28.8 kcal per mole. The LUMO energy comes out at 0.025 Eh.

Geometry as XYZ:
```
14
C4H8S2 | the Open Molecules 2025 dataset | ωB97M-V with the def2-TZVPD basis set
S 0.3288 2.0828 -0.1869
S -0.9788 -1.2802 -1.4209
C 0.5094 0.9258 1.2461
C -0.8610 -1.0389 0.3757
C 1.4931 -1.4016 0.8427
C 0.4570 -0.5232 0.8921
H 0.2050 3.0931 0.6186
H -0.3057 1.0818 1.9210
H -1.1354 -1.9998 0.8624
H -1.5521 -0.1124 -1.7142
H 1.4766 1.1906 1.7625
H -1.6714 -0.3692 0.5967
H 1.2763 -2.3956 0.5207
H 2.5157 -1.1025 1.0169
```

=====

C30H54ClO34 | ωB97M-V with the def2-TZVPD basis set

The energy is -4193.7655 Ha. For the strongest force on any atom, the calculation gives 3.408 eV Å⁻¹. The LUMO energy comes out at 0.069 Eh. Its charge is -1.

Geometry as XYZ:
```
119
C30H54ClO34 | the Open Molecules 2025 dataset | ωB97M-V with the def2-TZVPD basis set
Cl 1.5340 0.2346 -0.0220
O -4.3717 -1.1025 3.4025
O 4.0703 6.0154 -2.6820
O -3.9095 -4.1089 0.6543
O 1.3670 1.5414 -6.8461
O -1.6812 -3.9552 0.8953
O 1.5173 0.2846 1.4087
O 4.3430 -1.7217 1.7390
O 2.2823 -1.3648 -5.2208
O -2.8171 -4.8250 2.4999
O 0.3823 2.7484 -5.2244
O 4.8115 4.1259 -1.6706
O 1.0737 -6.0203 -0.9093
O -3.2965 -2.5535 4.7652
O 2.9379 -5.2506 -0.0144
O -3.1480 2.2594 3.6878
O 4.3947 -1.0061 -4.6508
O 2.8151 0.6182 -0.5567
O -1.9301 4.3343 -2.0533
O 2.3344 1.8091 -4.8364
O -4.3915 -0.4802 0.1511
O 3.5155 -2.8787 3.4220
O 5.5748 -2.0824 3.5857
O 0.5902 1.1132 -0.6886
O 2.8549 5.1070 -1.1998
O 3.8313 -1.0013 -6.8124
O -2.1563 -1.5400 3.2852
O -1.8042 6.3584 -1.1984
O -1.8511 3.4710 2.4024
O 2.2327 -7.2610 0.5906
O 1.2869 -1.1215 -0.4866
O -3.0971 1.0520 -0.9007
O -3.4733 4.5034 3.4767
O -4.5314 1.7602 0.4767
O -3.0083 6.0268 -3.0834
C 2.9045 -4.1755 -0.9452
C -4.4039 -2.6280 5.6303
C 4.5672 -2.2165 2.9495
C 3.7488 -1.3642 -3.4320
C -2.9083 -4.2695 1.3009
C 5.3936 -1.1500 0.9849
C -1.4678 -3.5263 -0.4323
C -4.0504 0.6439 -0.0598
C 2.1467 2.6836 -3.7179
C -2.4065 0.0696 -1.6503
C -1.9331 -0.8850 2.0282
C 2.4642 4.0783 -0.3165
C 2.2518 -2.7795 2.7650
C -5.6194 1.6119 1.3826
C 1.3723 1.9989 -5.7569
C -2.8878 3.4905 3.2456
C -2.3346 5.6073 -2.1990
C -1.2094 4.1702 -0.8081
C 0.6212 2.9674 -3.8538
C -3.3747 -1.6756 3.7552
C -0.1413 -6.7092 -0.6481
C 5.2737 6.1834 -3.3821
C -0.8374 5.6172 -0.4732
C -3.9810 -5.3615 3.1035
C 2.0897 -6.2718 -0.0568
C -4.2158 2.1700 4.6202
C 4.0068 4.9981 -1.8276
C -0.8814 2.4155 2.4410
C 3.5256 -1.1137 -5.6701
C 2.2731 -1.3159 -3.7842
H 0.4459 4.0115 -3.6057
H 5.4516 -0.0718 1.0957
H -1.8762 3.6840 -0.1010
H 6.3186 -1.7064 1.1418
H -1.6931 0.5918 -2.2783
H -2.5569 -1.4330 1.3197
H -1.2999 1.5976 1.8577
H -6.5203 1.5031 0.7698
H -1.2972 -4.3033 -1.1802
H 3.7798 -3.5519 -0.7676
H 5.5535 5.2989 -3.9558
H -4.5724 1.1492 4.7198
H 2.0309 -1.7702 2.4205
H -3.9010 2.5587 5.5894
H -5.7271 2.5439 1.9313
H 4.0556 -2.3466 -3.0723
H 0.2082 5.8343 -0.7008
H -2.1564 -2.7556 -0.7637
H -0.7277 2.1098 3.4703
H 2.1515 -3.4747 1.9322
H -0.4469 -3.1294 -0.4148
H -0.9033 -0.9776 1.7003
H -3.7800 -6.3476 3.5091
H 1.5288 -3.0266 3.5414
H -4.1388 -3.2900 6.4517
H -1.8267 -0.6186 -1.0318
H 3.9542 -0.6212 -2.6613
H 6.1312 6.4249 -2.7475
H -5.2895 -3.0624 5.1546
H -5.0768 2.7631 4.3063
H -4.7340 -1.6652 6.0241
H 1.7796 -0.3907 -3.4905
H -0.3858 3.5701 -1.1918
H 0.0967 2.2591 -3.2140
H -4.8061 -5.3564 2.3905
H 5.1629 -1.3525 -0.0643
H -0.8567 -6.3593 -1.3906
H -3.1183 -0.5185 -2.2317
H 2.3833 2.1901 -2.7762
H -0.0110 2.6251 1.8241
H 2.5955 3.1177 -0.8230
H -0.9711 5.8092 0.5921
H 5.2159 7.0222 -4.0725
H 2.0249 -3.5578 -0.7744
H 1.4902 4.0415 0.1571
H -0.1508 -7.7936 -0.7719
H -4.2861 -4.6993 3.9124
H 3.0030 -4.5413 -1.9680
H -5.5259 0.7512 2.0426
H -0.4743 -6.4478 0.3560
H 2.8598 3.5000 -3.8475
H 3.2045 3.9444 0.4783
H 1.7428 -2.2080 -3.4573
H -2.3273 0.1228 2.0861
```

=====

no.,HOMO (eV)
1,-7.24
2,-8.94
3,-8.16